No. 1
52
Properties=species:S:1:pos:R:3:forces:R:3 method="wB97M-V/def2-TZVPD" homo_energy_ha="-0.5181 / -0.5181" homo_lumo_gap_ev="4.150 / 4.148" lumo_energy_ev="-9.95 / -9.95" total_charge=+2
Lu 0.18301 -0.00658 -0.10728 8.181 -0.574 -0.038
Cl 2.73647 -0.54823 0.16073 -1.484 0.382 -0.141
S -0.10667 0.00184 2.15932 -0.816 -0.396 0.026
P -0.03137 -0.02500 -2.63667 0.332 -0.806 -0.671
N -0.82544 0.85168 4.44644 -0.673 -0.566 -0.979
N 0.83274 -0.83397 4.42785 0.166 0.846 -1.158
C 3.63043 -1.57826 -3.38287 0.151 -0.133 -0.050
C 3.54180 0.63865 -4.39824 0.169 -0.195 0.125
C -0.99937 -1.40313 -3.17231 -0.061 0.023 0.012
C -1.95666 -2.41622 -5.11517 0.278 0.257 0.408
C -2.35440 2.75050 -4.37636 0.083 -0.233 0.276
C -2.36382 -3.34679 -2.88136 0.025 -0.186 0.194
C -0.01542 2.75612 -2.79175 -0.067 -0.162 -0.162
C 2.27221 0.83185 -3.86945 0.153 -0.008 -0.338
C -1.49396 0.57834 5.73063 0.489 0.278 0.743
C -1.89805 1.55446 -3.83361 -0.217 0.234 -0.384
C -1.15710 -1.41664 -4.55638 -0.516 -0.793 -0.211
C -2.54917 -3.36500 -4.26732 0.176 0.215 -0.360
C -1.64167 3.93367 -4.13120 -0.076 -0.206 0.006
C 1.66525 -0.20948 -3.16764 0.139 -0.113 0.088
C -0.01736 -0.00271 3.81124 0.367 0.039 3.014
C -0.69078 1.55579 -3.12986 -0.086 -0.163 0.762
C 4.21314 -0.57155 -4.16448 -0.238 0.352 -0.112
C 1.48941 -0.57799 5.72212 -0.387 -0.185 0.672
C 2.36286 -1.40302 -2.86142 -0.382 0.416 -0.240
C -0.48758 3.94462 -3.33693 0.015 -0.014 0.102
C -1.56445 -2.36836 -2.30475 0.073 0.751 -0.796
H 2.59267 -0.45595 5.59786 -0.984 -0.045 -0.064
H -2.01321 4.85756 -4.55807 0.121 -0.005 0.018
H 1.73491 1.77034 -4.03353 0.339 -0.477 -0.178
H -3.16045 -4.13703 -4.71751 -0.029 -0.004 0.115
H -2.09325 -2.41141 -6.19293 -0.171 -0.284 0.202
H -2.83682 -4.09872 -2.24241 0.157 0.238 -0.367
H 0.06225 4.87188 -3.16083 -0.320 -0.262 -0.020
H 4.16850 -2.51056 -3.18868 -0.144 0.416 -0.059
H 1.03028 0.34113 6.15936 0.667 -0.864 -0.195
H -1.40913 -2.31267 -1.21248 -0.102 -0.131 -0.583
H -2.42482 0.60707 -4.00850 0.183 0.641 0.041
H -2.59619 0.45736 5.59802 0.979 0.039 -0.033
H -1.03242 -0.34529 6.16156 -0.706 0.928 -0.188
H -1.26110 1.08231 -0.11611 -2.916 -0.650 0.193
H 5.19847 -0.72046 -4.60036 -0.181 -0.017 0.134
H 0.89698 2.73208 -2.17087 -0.480 0.091 -0.451
H -0.69239 -0.62573 -5.16283 -0.212 -0.563 0.134
H 3.98315 1.43193 -5.00322 0.031 -0.324 0.212
H 1.27969 -1.47464 6.34358 0.312 0.816 -0.018
H 1.91712 -2.15476 -2.19933 0.163 0.188 -0.475
H -1.37676 1.38479 3.76345 0.296 -0.145 0.707
H -1.57444 -0.43527 -0.06588 -2.565 1.937 -0.551
H -1.28156 1.47470 6.35194 -0.380 -0.866 0.066
H 1.37164 -1.37666 3.75376 -0.131 0.013 0.367
H -3.25726 2.72490 -4.98856 0.280 0.271 0.201

No. 2
53
Properties=species:S:1:pos:R:3:forces:R:3 method="wB97M-V/def2-TZVPD" homo_energy_ha=-0.4157 homo_lumo_gap_ev=8.901 lumo_energy_ev=-2.41 relative_energy_ev=0.000 total_charge=+1
Cs -0.67614 0.00978 0.43927 -0.203 -0.825 0.577
O -1.28909 -2.93683 -0.70680 0.015 0.131 -0.007
O -1.04595 -2.98845 2.15593 0.024 0.262 -0.171
O 1.05558 -1.17250 2.88457 -0.032 0.102 -0.105
N 0.16034 2.40433 -1.29388 -0.021 -0.175 0.085
N 0.77382 2.28418 1.37525 0.085 0.410 -0.184
N -1.60784 0.51399 -2.20673 0.034 0.377 -0.304
C -1.12468 1.41025 -3.06924 -0.230 -0.287 -0.570
C 1.33989 3.23612 0.63144 0.436 0.194 0.447
C 2.71033 3.93140 2.47300 -0.127 -0.174 0.025
C -1.36993 -4.14912 1.42595 -0.128 -0.038 -0.354
C -2.20262 0.30306 -4.90365 -0.003 -0.061 0.138
C 1.14898 2.15314 2.63610 0.165 0.125 0.409
C 2.09363 2.96352 3.24734 -0.013 0.067 -0.137
C 0.58963 4.73230 -2.72815 0.004 -0.132 0.110
C -0.33645 -3.66429 -1.45175 0.123 -0.070 -0.131
C -0.33005 2.53113 -2.52416 0.255 0.650 -0.112
C 2.38547 -1.62323 2.74266 0.190 -0.042 -0.023
C -0.13559 3.69283 -3.27777 0.026 -0.120 0.140
C 0.84841 3.40588 -0.75250 -0.016 0.462 -0.543
C -1.37900 1.31089 -4.43891 0.041 -0.014 0.182
C -2.72502 -0.60390 -3.99876 0.038 0.083 -0.010
C 0.30419 -1.92026 3.81452 -0.341 -0.403 -0.025
C 1.08160 4.59940 -1.44333 -0.083 -0.236 -0.004
C -2.08061 -3.74439 0.13580 -0.006 -0.138 0.523
C -2.37354 -0.46140 -2.66557 -0.287 -0.221 -0.241
C 2.34409 4.05866 1.14623 -0.094 -0.107 -0.066
C -0.20094 -3.24698 3.25277 0.235 0.224 0.172
H -0.74305 -3.79337 4.03646 0.086 0.027 0.004
H -2.43043 0.23222 -5.95476 -0.016 -0.041 -0.141
H 0.17332 -2.95172 -2.09836 0.023 -0.039 -0.004
H -3.38419 -1.39619 -4.31543 -0.032 -0.099 0.006
H 2.43598 -2.64569 2.35293 0.006 0.064 -0.003
H 1.61284 5.41713 -0.98754 0.043 0.058 0.073
H 0.66917 1.36298 3.19650 -0.040 -0.118 0.079
H 2.91663 -1.58618 3.70030 -0.024 -0.005 -0.024
H 2.33631 2.84150 4.28996 0.025 -0.068 0.108
H -2.02852 -4.80207 2.01532 0.038 -0.015 -0.094
H 2.87831 -0.95204 2.04140 0.019 -0.024 -0.001
H 0.89807 -2.12398 4.71370 -0.061 0.056 0.021
H -2.73461 -1.16944 -1.93235 -0.031 -0.108 0.081
H 2.85086 4.78127 0.52753 -0.029 0.056 -0.072
H -2.96169 -3.14971 0.38748 -0.013 -0.076 -0.014
H 0.40247 -4.15668 -0.81069 -0.018 0.042 -0.034
H -0.55699 3.80245 -4.26295 -0.056 -0.029 -0.055
H 0.65002 -3.86390 2.93288 -0.071 -0.035 0.033
H -0.82283 -4.42389 -2.07394 0.016 0.025 0.021
H 0.75960 5.63930 -3.28885 -0.028 0.071 -0.020
H -0.93575 1.99611 -5.14207 0.027 0.093 -0.017
H -0.45604 -4.71137 1.18689 -0.056 0.000 0.082
H -0.55293 -1.29960 4.08338 0.021 -0.027 0.064
H -2.39861 -4.65423 -0.38907 -0.053 0.070 0.018
H 3.46355 4.57761 2.89163 0.136 0.080 0.066

No. 3
57
Properties=species:S:1:pos:R:3:forces:R:3 method="wB97M-V/def2-TZVPD" homo_energy_ha=-0.2922 homo_lumo_gap_ev=8.425 lumo_energy_ev=0.47 relative_energy_ev=0.119 smiles="COc1ccc([C@@H]2C[C@@H](C(F)(F)F)n3ncc(C(=O)NC[C@H]4CCCO4)c3N2)cc1OC"
F 4.04141 -1.89920 -1.65777 -0.195 0.260 -0.055
F 3.99208 -3.83507 -0.72564 -0.192 -0.183 0.193
F 5.71667 -2.57572 -0.50032 0.176 0.141 0.184
O -0.41665 1.58719 -1.07111 0.274 0.152 0.004
O 2.67993 3.78136 1.05869 -0.005 0.188 0.175
O -4.09678 -1.38196 1.01664 0.307 -0.183 -0.313
O -3.03622 -3.10007 -1.05260 0.286 0.227 -0.013
N 2.03422 2.86352 -0.91164 -0.042 -0.069 -0.182
N 4.92953 0.11849 1.35190 0.751 -0.021 0.490
N 3.92198 -0.53688 0.73691 -0.526 0.318 -0.380
N 1.90274 -0.17876 -0.41995 -0.272 0.110 -0.114
C -1.71871 3.55996 -0.79717 0.127 -0.232 0.023
C 2.70883 2.84592 0.28218 0.081 -0.169 -0.248
C 4.38203 -2.56077 -0.54610 0.229 -0.137 -0.026
C -0.01115 -1.53984 0.14213 -0.086 -0.008 -0.053
C 2.99211 0.30587 0.22595 0.482 0.298 0.195
C -2.28948 -2.28684 -0.25719 0.053 0.007 0.085
C -1.66426 1.38380 -1.70869 -0.408 -0.141 -0.205
C 3.77089 -1.95723 0.73224 0.062 -0.472 -0.094
C 1.45420 -1.55203 -0.22685 -0.058 -0.325 -0.055
C -2.74869 -1.43428 0.76579 -0.150 -0.120 -0.106
C 2.27363 -2.26676 0.86056 0.179 0.125 -0.182
C -0.36524 2.90386 -0.50737 0.239 0.557 0.110
C -0.46943 -0.72033 1.16183 -0.023 -0.122 -0.031
C -0.92776 -2.31333 -0.54705 -0.129 0.099 0.150
C 0.84578 3.66103 -1.08110 -0.364 -0.201 0.303
C 4.63880 1.39003 1.23392 -0.253 -0.249 -0.154
C -4.39070 -3.37244 -0.76754 -0.473 -0.174 -0.015
C -2.62842 2.35577 -1.03620 0.212 -0.086 -0.060
C -1.81755 -0.67319 1.46282 -0.050 0.026 0.056
C 3.43604 1.59755 0.52138 -0.128 -0.345 0.009
C -4.55998 -0.57686 2.07175 -0.085 0.125 0.163
H 1.14867 0.47087 -0.61369 0.009 0.048 0.032
H 0.69961 3.86509 -2.14428 -0.052 0.046 0.048
H -2.96740 1.94103 -0.08630 -0.050 -0.034 0.025
H 0.21639 -0.09971 1.71896 0.094 0.108 0.048
H -0.61017 -2.96455 -1.34623 0.045 -0.094 -0.145
H -4.51918 -3.75983 0.24528 -0.001 0.023 -0.062
H 0.98407 4.59673 -0.53646 -0.047 -0.010 -0.126
H -5.01962 -2.49010 -0.89991 0.050 -0.114 0.015
H -5.63861 -0.72537 2.09575 0.067 0.054 0.050
H 2.09671 -3.33993 0.80108 -0.027 0.063 0.021
H 1.57507 -2.08664 -1.17963 -0.047 -0.026 0.215
H -0.20760 2.78223 0.57364 -0.007 0.037 -0.104
H -2.04903 4.19030 0.02428 0.006 0.073 0.005
H -3.49121 2.58519 -1.65625 -0.079 -0.013 -0.005
H -2.14455 -0.01800 2.25386 -0.089 0.053 0.078
H 2.08870 2.04061 -1.49121 0.111 0.048 0.048
H 1.95057 -1.91683 1.84312 0.037 -0.022 -0.016
H 4.34097 -2.37497 1.57095 -0.143 0.122 -0.164
H -4.34817 0.48313 1.89698 0.016 -0.035 0.021
H -4.68119 -4.13751 -1.48733 -0.003 0.040 0.065
H -1.57360 1.60630 -2.78113 -0.044 -0.053 0.069
H 5.28664 2.13990 1.63932 0.165 0.158 0.133
H -1.65068 4.16711 -1.70122 -0.011 0.068 -0.030
H -1.93393 0.33360 -1.58203 -0.022 0.040 -0.039
H -4.13232 -0.88143 3.03205 0.002 0.026 -0.036